Molecular formula: C24H26N4NbS2Si
Method: DFT, ωB97M-V/def2-TZVPD

Properties
* charge: +3
* HOMO-LUMO gap (alpha / beta): 4.2 / 4.3 eV

Element x y z (Å)
Nb (0.11, -0.30, -0.88)
S (2.08, 3.95, 0.45)
S (4.61, -1.96, -0.14)
Si (-1.33, -0.05, -3.24)
N (-0.44, 3.28, -0.27)
N (1.29, 1.65, -0.49)
N (2.33, -0.81, -0.63)
N (2.23, -3.17, -0.68)
C (-2.46, -1.53, -2.91)
C (-2.36, 1.50, -3.37)
C (3.24, 2.69, 0.27)
C (-3.83, -1.42, -3.07)
C (-4.09, -3.80, -2.65)
C (-0.71, -0.63, -4.93)
C (-4.65, -2.55, -2.93)
C (-1.82, -0.49, 0.19)
C (0.12, -1.50, 0.94)
C (-1.88, -2.79, -2.69)
C (2.67, 1.53, -0.24)
C (-2.70, -3.91, -2.52)
C (0.18, -0.11, 1.30)
C (-3.30, 1.66, -2.35)
C (2.90, -2.01, -0.55)
C (3.23, 0.22, -0.35)
C (-3.57, 3.97, -2.97)
C (0.85, 2.88, -0.21)
C (-2.04, 2.56, -4.22)
C (-3.89, 2.90, -2.14)
C (-1.02, 0.51, 0.83)
C (-2.66, 3.79, -4.02)
C (-1.11, -1.73, 0.25)
C (4.51, -0.23, -0.06)
H (-4.29, -0.47, -3.33)
H (2.76, -4.03, -0.61)
H (-1.31, 1.54, 0.99)
H (-4.73, -4.68, -2.55)
H (-1.62, -1.01, -5.42)
H (-1.47, -2.69, -0.09)
H (-1.12, 0.76, -1.68)
H (1.29, -3.19, -1.07)
H (5.32, 0.43, 0.20)
H (-0.61, 4.24, 0.02)
H (0.19, -0.47, -2.83)
H (-2.41, 4.62, -4.68)
H (4.28, 2.75, 0.55)
H (-5.72, -2.44, -3.06)
H (0.93, 0.34, 1.94)
H (-1.09, 2.86, -0.94)
H (-4.60, 2.99, -1.31)
H (-4.06, 4.93, -2.81)
H (0.83, -2.27, 1.24)
H (-1.29, 2.42, -5.01)
H (0.04, -1.43, -4.87)
H (-0.79, -2.92, -2.65)
H (-0.27, 0.22, -5.48)
H (-3.53, 0.81, -1.69)
H (-2.25, -4.89, -2.31)
H (-2.81, -0.34, -0.22)

Molecular formula: CuH14O7
Method: DFT, ωB97M-V/def2-TZVPD

Properties
* charge: +1
* HOMO-LUMO gap: 7.2 eV

Element x y z (Å)
Cu (23.12, 8.36, 3.61)
O (24.84, 7.11, 2.59)
O (22.03, 7.93, 1.81)
O (21.35, 11.77, 3.26)
O (24.01, 9.82, 2.75)
O (24.99, 8.28, 5.01)
O (22.63, 6.70, 4.41)
O (21.87, 9.40, 4.74)
H (25.73, 6.92, 2.80)
H (22.45, 7.23, 1.27)
H (25.56, 8.46, 4.29)
H (24.81, 6.87, 1.66)
H (21.96, 8.62, 1.13)
H (21.00, 9.57, 5.03)
H (21.87, 6.13, 4.27)
H (22.40, 10.08, 5.21)
H (21.82, 11.02, 3.61)
H (24.59, 9.44, 2.09)
H (22.56, 7.03, 5.30)
H (20.59, 11.33, 2.93)
H (24.42, 10.66, 2.99)
H (25.33, 8.68, 5.78)

Molecular formula: C2H13O4S
Method: DFT, ωB97M-V/def2-TZVPD

Properties
* charge: -1
* HOMO-LUMO gap: 7.1 eV

Element x y z (Å)
S (1.27, -1.78, -0.58)
O (0.62, 2.76, 0.20)
O (-1.80, 1.81, 1.35)
O (1.62, 0.51, 1.46)
O (1.08, 1.01, -2.12)
C (-1.51, -2.34, -0.67)
C (-0.42, -1.36, -0.06)
H (0.47, 2.33, -0.65)
H (1.03, 2.08, 0.76)
H (1.87, -0.18, 0.80)
H (-1.27, 1.06, 1.63)
H (-0.72, -0.40, -0.46)
H (1.93, 0.13, 2.29)
H (-0.51, -1.47, 1.01)
H (-1.97, -2.93, 0.13)
H (-1.15, 2.41, 0.95)
H (-1.02, -3.06, -1.32)
H (-2.26, -1.80, -1.25)
H (0.85, 0.08, -1.87)
H (1.90, 1.15, -1.63)

Molecular formula: C9H15PS
Method: DFT, ωB97M-V/def2-TZVPD

Properties
* charge: 0
* SMILES string: CP(c1cccs1)C(C)(C)C
* HOMO-LUMO gap: 9.3 eV

Element x y z (Å)
S (-1.82, -2.43, 1.08)
P (-1.13, -0.09, -0.91)
C (-0.75, -1.78, -0.20)
C (-1.10, 1.22, 1.63)
C (1.07, 0.70, 0.76)
C (0.17, -3.89, 0.37)
C (-0.27, 1.02, 0.25)
C (0.20, -0.20, -2.11)
C (-0.92, -3.90, 1.20)
C (-0.29, 2.35, -0.39)
C (0.27, -2.69, -0.40)
H (1.87, 0.88, 0.04)
H (-0.77, 2.18, 2.05)
H (-1.39, 2.60, -0.53)
H (1.09, 1.30, 1.68)
H (-0.04, 0.75, -2.63)
H (1.09, -0.41, 1.16)
H (0.25, 2.99, 0.34)
H (-0.92, 0.27, 2.21)
H (-1.21, -4.72, 1.81)
H (-0.06, -1.08, -2.88)
H (0.94, -2.47, -1.20)
H (0.11, 2.22, -1.41)
H (1.28, -0.13, -1.88)
H (-2.08, 1.56, 1.36)
H (0.74, -4.72, 0.31)

Molecular formula: C3H7NO3
Method: DFT, ωB97M-V/def2-TZVPD

Properties
* charge: 0
* HOMO-LUMO gap (alpha / beta): 8.4 / 7.8 eV

Element x y z (Å)
O (1.43, 1.61, -0.26)
O (1.30, -0.93, -0.36)
O (-0.36, 0.72, 1.28)
N (2.31, -0.63, 0.41)
C (-0.50, 0.41, 0.01)
C (-1.61, -0.46, -0.41)
C (0.58, 0.90, -0.82)
H (0.44, 1.32, 1.29)
H (-1.51, -0.73, -1.46)
H (-1.62, -1.37, 0.20)
H (2.09, -0.71, 1.41)
H (-2.56, 0.05, -0.24)
H (0.53, 0.76, -1.90)
H (2.68, 0.31, 0.17)

Molecular formula: C2F3O3S
Method: DFT, ωB97M-V/def2-TZVPD

Properties
* charge: -1
* HOMO-LUMO gap: 8.6 eV

Element x y z (Å)
S (0.27, -0.93, -0.77)
F (0.87, 0.58, 1.71)
F (-0.93, 1.07, -1.50)
F (-1.04, 1.46, 1.53)
O (-0.48, -1.85, -1.60)
O (-0.59, -0.76, 0.74)
O (1.57, -1.42, -0.41)
C (-0.19, 0.54, 0.85)
C (0.31, 0.91, -0.75)

Molecular formula: C6H16ClNO2PS
Method: DFT, ωB97M-V/def2-TZVPD

Properties
* charge: +1
* SMILES string: CCCCO/S(=[NH+]\CC)#P(O)Cl
* HOMO-LUMO gap: 9.3 eV

Element x y z (Å)
Cl (0.21, -1.66, -3.21)
S (-0.27, 0.06, -0.40)
P (-1.36, -0.96, -1.99)
O (0.26, 1.51, -0.91)
O (-1.97, -2.35, -1.27)
N (-1.42, 0.47, 0.81)
C (3.01, -0.27, 0.37)
C (-2.63, 1.11, 0.23)
C (-3.87, 0.13, 0.30)
C (2.27, 1.11, 0.59)
C (1.70, 1.66, -0.74)
C (2.33, -1.49, 1.08)
H (3.09, -0.47, -0.72)
H (-2.47, 1.46, -0.80)
H (-4.24, -0.07, -0.73)
H (-2.90, 1.98, 0.85)
H (2.25, 1.28, -1.62)
H (4.05, -0.20, 0.73)
H (1.55, 1.09, 1.43)
H (1.94, -2.20, 0.33)
H (-3.62, -0.85, 0.73)
H (3.12, -2.05, 1.61)
H (-4.67, 0.61, 0.88)
H (3.07, 1.82, 0.90)
H (-1.26, -2.91, -0.92)
H (1.59, -1.22, 1.84)
H (1.87, 2.76, -0.75)
H (-1.63, -0.36, 1.37)

Molecular formula: C4H11NO4P
Method: DFT, ωB97M-V/def2-TZVPD

Properties
* charge: -1
* HOMO-LUMO gap: 8.0 eV

Element x y z (Å)
P (-0.77, -1.23, 1.75)
O (0.14, -2.37, 1.96)
O (1.19, -0.95, 0.15)
O (-2.26, -1.36, 1.92)
O (-0.07, -0.09, 2.85)
N (1.06, 1.67, -0.44)
C (-0.25, 1.35, -0.01)
C (-0.14, -0.58, 0.15)
C (-0.93, -1.19, -0.95)
C (1.22, 1.50, -1.86)
H (0.44, 2.12, -2.53)
H (1.70, 1.10, 0.08)
H (-1.93, -1.06, -0.79)
H (1.51, -1.26, 0.98)
H (-0.89, -0.67, -1.99)
H (-0.65, 0.06, 3.55)
H (2.18, 1.84, -2.01)
H (-1.22, 1.49, -0.57)
H (-0.52, 1.65, 0.93)
H (1.08, 0.29, -2.10)
H (-0.88, -2.30, -1.07)

> Among the records above, which one has the highest charge?

C24H26N4NbS2Si